A cluster of 13 separate species, C72H181N11O24 in total at a distorted geometry. Source: the OMol25 dataset; level of theory: ωB97M-V/def2-TZVPD.

Cartesian coordinates (Å):
H1 -6.43 -8.93 0.91
C1 2.11 -2.38 -4.01
O1 -5.06 -4.72 0.22
H2 -1.73 3.16 -5.20
H3 5.42 -0.11 2.57
C2 6.04 6.00 2.44
H4 8.21 10.84 2.27
H5 0.20 -0.12 -0.06
C3 -5.29 -3.63 -0.63
H6 -8.10 -1.98 -2.97
O2 -8.96 -2.23 6.66
H7 2.60 5.04 2.79
H8 5.50 6.91 2.67
H9 -5.46 -3.96 -1.65
H10 4.56 5.25 1.02
H11 5.81 5.22 3.17
H12 -7.00 -5.05 0.53
C4 -8.64 -2.80 7.91
H13 1.86 6.46 4.97
H14 -2.23 -0.80 0.25
H15 -4.85 -3.36 2.41
C5 -9.62 -4.07 -3.03
H16 12.73 -0.02 -1.83
H17 -4.44 -0.33 0.17
H18 -1.14 1.67 -5.91
H19 -0.95 -0.38 -4.51
H20 2.29 1.94 -8.66
C6 -1.54 -4.86 1.28
H21 -5.78 -5.64 2.29
H22 0.32 -0.26 4.53
C7 1.74 -6.37 -7.19
H23 2.55 5.74 0.45
O3 5.80 6.49 -0.02
N1 7.53 6.17 2.40
H24 -5.85 0.41 -4.94
C8 1.49 4.56 -3.82
H25 0.72 5.28 -4.07
H26 6.24 1.67 -1.20
H27 3.05 -4.02 -6.04
H28 -1.72 2.10 0.16
H29 -0.32 -9.52 -5.05
H30 0.59 3.23 -5.22
C9 -1.72 -5.98 0.22
H31 -2.51 -4.55 1.66
C10 -7.31 -8.30 1.00
C11 3.23 1.21 3.14
C12 5.49 0.81 3.15
C13 1.60 3.59 -4.99
H32 0.72 2.16 -1.34
H33 -0.10 0.94 1.36
C14 -10.35 -8.10 1.92
H34 7.64 6.11 4.54
H35 3.27 6.30 -5.23
C15 -1.21 0.06 -3.54
C16 -0.08 0.88 0.27
O4 -1.06 -1.78 2.71
H36 -11.41 -8.26 1.70
H37 9.61 -0.77 -1.80
O5 -5.13 -2.01 3.87
C17 -8.25 -9.31 1.64
C18 -0.40 -2.28 3.87
H38 -9.66 -0.46 7.47
H39 -9.42 -2.65 8.66
C19 0.33 -3.77 0.12
H40 -6.78 -5.51 -2.92
H41 5.02 -0.33 -1.79
H42 -9.99 -2.45 -1.71
H43 -0.93 -2.34 1.94
H44 -2.66 2.61 4.39
C20 5.41 5.94 -1.36
C21 -8.08 0.69 -3.42
H45 14.14 0.44 2.38
H46 7.39 10.51 3.83
C22 5.62 5.51 1.03
C23 2.21 2.32 3.16
O6 2.20 1.64 0.11
O7 0.43 5.67 0.68
C24 3.11 2.56 -0.44
H47 11.64 -1.16 -1.10
H48 -8.11 1.63 -2.88
H49 -2.60 -6.59 0.43
O8 -0.79 3.35 4.30
O9 4.13 -1.19 -3.37
H50 2.89 0.46 2.42
H51 6.47 1.18 2.85
H52 1.41 -7.25 -7.74
H53 7.66 6.94 1.77
H54 -0.50 -0.38 -2.84
C25 -2.43 0.25 0.45
H55 13.59 0.84 0.03
H56 3.48 -5.19 -4.92
N2 2.87 -3.66 -3.89
H57 -7.88 0.93 6.77
H58 4.01 6.84 6.95
H59 7.96 8.45 4.84
H60 -2.11 6.06 1.23
H61 10.34 0.24 -3.04
C26 -5.99 -6.44 1.59
H62 0.01 -1.34 5.87
C27 -0.70 5.52 -0.18
C28 -2.55 3.63 2.49
H63 -10.96 -2.27 -3.19
C29 1.72 0.68 -6.19
H64 3.83 -3.38 -3.76
O10 -4.44 1.82 0.22
H65 -4.77 0.45 -3.51
H66 -7.26 -0.38 7.73
H67 -0.93 -5.14 2.14
H68 3.31 2.88 -4.16
H69 -10.30 -8.13 3.01
O11 1.31 -6.33 -5.83
C30 2.71 -4.45 -5.11
O12 0.85 1.19 -7.16
H70 2.25 7.04 -3.86
H71 0.81 -8.39 -4.47
H72 9.13 6.56 3.73
C31 -7.86 -5.60 -2.90
H73 2.10 -0.22 -6.67
N3 -0.48 -6.79 -0.02
H74 -8.17 1.02 -4.45
C32 9.93 0.25 -2.03
H75 7.96 1.09 -2.71
C33 12.02 -0.14 -1.02
N4 -7.18 -7.20 1.93
H76 -5.05 0.69 5.86
C34 -4.26 -2.65 2.98
O13 12.45 -0.18 1.37
H77 9.10 10.49 3.80
H78 -7.64 -8.07 -0.02
H79 5.99 5.06 -1.64
C35 -9.00 -0.78 6.67
H80 -3.46 3.14 2.13
H81 6.43 1.86 0.50
H82 -8.12 -10.29 1.19
H83 -9.24 -0.34 -1.81
C36 -1.93 2.77 3.60
H84 -3.43 -3.23 3.38
O14 -0.59 -8.72 -3.05
H85 9.09 2.17 -1.94
C37 8.68 1.16 -1.90
C38 2.26 4.70 3.77
H86 2.13 2.79 2.18
H87 1.25 2.02 3.56
H88 5.48 0.51 4.19
H89 -6.37 1.18 0.09
H90 1.51 7.20 -0.11
H91 -2.77 1.71 -5.21
H92 -1.28 -0.59 4.95
H93 -3.55 -0.93 4.60
H94 1.68 5.65 -0.94
H95 3.17 3.55 0.02
H96 -0.93 -3.08 4.37
H97 -2.49 0.37 1.53
C39 -9.16 -0.28 -2.90
H98 -8.08 -6.37 -2.16
H99 1.56 0.42 -8.96
H100 2.00 4.17 -5.82
C40 1.02 -2.66 3.41
H101 1.61 -1.80 3.09
C41 -5.35 -0.33 5.66
H102 -7.16 -1.15 4.99
H103 -5.12 -0.91 6.56
H104 2.19 -2.09 -5.06
C42 -0.57 -7.95 -0.89
O15 -0.93 -3.65 0.74
H105 -8.72 -3.88 7.78
H106 -0.34 2.08 -3.45
O16 -2.18 2.17 -2.73
O17 8.34 8.89 2.85
H107 0.47 3.12 5.94
H108 0.66 -2.75 -0.10
H109 -0.48 1.65 5.42
C43 -1.91 5.14 0.68
H110 0.96 -3.41 2.62
C44 -9.98 -2.56 -2.79
O18 2.82 5.09 -3.57
H111 1.15 4.01 -2.95
O19 -6.81 0.15 -3.27
C45 -1.31 1.63 -3.68
H112 2.68 -1.60 -2.02
H113 -6.16 2.93 0.10
C46 -6.12 -5.64 0.30
O20 4.52 1.71 2.76
H114 -10.34 -4.77 -2.61
H115 -4.44 -2.94 -0.51
C47 1.62 6.12 0.04
H116 1.17 4.60 3.67
H117 1.05 0.47 -5.36
C48 2.89 1.66 -5.76
H118 3.70 1.04 -5.36
C49 8.23 10.25 3.19
H119 -2.19 -0.36 -3.33
C50 1.35 -5.14 -5.14
H120 -9.48 -0.58 5.71
C51 2.75 -1.28 -3.06
H121 -3.83 -2.01 2.20
H122 2.14 -0.38 -3.05
H123 -9.51 -4.17 -4.10
H124 2.33 5.18 5.96
C52 3.05 6.37 -4.17
H125 -5.70 1.85 -3.95
N5 -8.96 -1.67 -3.38
H126 7.34 2.86 -0.51
O21 8.08 0.97 -0.63
H127 -1.15 -6.74 -2.60
H128 1.01 -5.36 -4.13
H129 1.54 -3.14 4.24
C53 -0.44 -7.53 -2.35
N6 2.78 3.37 4.02
N7 -1.57 3.94 1.44
C54 13.03 -0.09 0.14
H130 -8.11 -9.59 2.68
H131 3.76 3.32 3.80
H132 13.69 -0.91 -0.10
H133 0.52 -7.05 -2.51
C55 0.86 1.93 -0.29
H134 6.20 4.62 0.80
H135 -1.60 1.82 3.16
C56 -0.31 -1.09 4.86
C57 2.58 5.64 5.01
H136 3.24 0.68 4.09
N8 -6.82 -0.41 5.58
H137 -1.90 1.84 -1.87
H138 -6.31 -6.18 -0.63
H139 -0.99 6.44 -0.68
H140 0.68 2.80 0.34
H141 0.03 -7.04 0.81
C58 -0.26 -8.61 -4.46
H142 10.54 0.78 -0.14
H143 -2.77 5.01 0.02
H144 -4.60 0.01 3.64
C59 -1.75 2.08 -5.10
H145 1.44 -5.44 -7.68
C60 -7.68 -0.14 6.76
C61 1.38 1.37 -8.47
H146 -10.04 -7.15 1.50
H147 0.31 -4.28 -0.85
C62 6.99 1.83 -0.43
C63 4.16 7.08 5.90
H148 3.32 2.19 -6.60
H149 -1.20 3.07 6.27
H150 -10.11 0.06 -3.30
H151 4.07 2.08 -0.29
H152 -7.04 -7.64 2.82
H153 -2.99 4.55 2.87
H154 2.95 2.72 -1.51
H155 -5.79 2.09 -1.36
C64 -0.47 2.73 5.53
O22 -8.36 -4.34 -2.46
C65 -3.89 0.56 -0.13
H156 3.97 6.82 -3.80
H157 -0.42 4.64 -0.76
H158 -0.77 -7.82 -5.00
H159 -7.62 -2.58 8.22
C66 8.04 6.65 3.68
C67 4.68 -0.08 -2.79
H160 0.37 -8.44 -0.64
H161 -8.18 -6.00 -3.86
N9 -1.47 1.18 -0.17
H162 4.12 0.86 -2.81
N10 2.52 2.50 -4.66
O23 3.94 6.06 4.94
H163 -0.67 4.07 1.88
H164 3.74 8.03 5.57
H165 -3.75 0.53 -1.21
H166 5.59 0.17 -3.34
H167 2.82 -6.41 -7.30
H168 12.86 -0.25 3.44
C68 7.70 8.13 3.83
H169 1.11 -4.21 0.74
H170 -6.23 -3.10 -0.46
C69 -5.73 0.76 -3.92
H171 0.51 -4.52 -5.47
O24 -9.69 -9.13 1.26
H172 6.62 8.28 3.90
H173 4.39 5.58 -1.42
H174 -5.11 -7.07 1.72
C70 -5.73 1.99 -0.27
H175 -2.03 -5.51 -0.71
C71 -4.61 -0.77 4.40
H176 13.74 -1.32 2.44
H177 0.61 1.87 -9.07
H178 -1.38 -8.64 -0.69
C72 13.35 -0.30 2.47
N11 10.92 0.74 -1.08
H179 5.22 7.36 5.84
H180 5.64 6.75 -2.05
H181 1.04 -2.43 -3.81

Output
Energy relative to the best compared isomer or geometry (same formula, charge and spin) in kcal per mole: 0.0
LUMO energy in eV: 0.59
E in eV: -143110.936
Total charge: 0
Multiplicity: 1